--- P ---
This record from the Open Molecules 2025 dataset describes a cluster of 4 separate species, H9NO3 in total. The level of theory is wB97M-V/def2-TZVPD.

Each line ends with the natural charge from an NBO analysis.
Geometry (Å):
H 4.00011 3.24723 0.78333  0.475
H -3.03603 -4.07775 -3.11624  0.355
O 3.17844 3.76789 0.82742  -0.950
H 0.20126 -3.33405 -0.46859  0.473
H -2.59180 -3.42836 -4.36967  0.355
H -1.87346 -4.85190 -3.95194  0.366
O -0.46511 3.95249 3.68250  -0.933
N -2.15440 -3.93621 -3.60720  -1.072
H -0.32703 3.09749 4.06573  0.467
H -1.02983 -3.34782 -1.51393  0.494
H -0.86727 3.80640 2.85090  0.466
H 3.33059 4.68471 0.60517  0.475
O -0.63542 -3.76078 -0.74063  -0.970

Frontier orbital gap (eV): 11.843
SMILES string: N.O.O.O
Spin multiplicity: 1
Charge: 0

--- Q ---
This record from the Open Molecules 2025 dataset describes a cluster of 4 separate species, H9NO3 in total. The level of theory is wB97M-V/def2-TZVPD.

Each line ends with the natural charge from an NBO analysis.
Geometry (Å):
H 5.38146 0.75461 -1.78475  0.362
H 4.99664 1.98165 -2.71961  0.355
O -4.71729 -3.95431 1.78731  -0.920
O 3.93554 0.80805 1.06079  -0.962
H -5.97290 1.74225 0.45741  0.474
H -5.49990 -3.42570 1.68712  0.465
O -5.62130 0.82957 0.58937  -0.938
H 4.28487 1.20268 0.26068  0.486
H 4.39063 0.64457 -3.21773  0.378
H 3.02281 0.79719 1.14915  0.474
H -4.82749 0.88722 1.03253  0.464
N 4.73726 1.09885 -2.36024  -1.093
H -4.11033 -3.36662 2.05798  0.454

Frontier orbital gap (eV): 10.962
SMILES string: N.O.O.O
Spin multiplicity: 1
Charge: 0

Decreasing stability: P, Q

--- P ---
This record from the Open Molecules 2025 dataset describes an isolated molecule of C7H13PS. The level of theory is wB97M-V/def2-TZVPD.

Each line ends with the natural charge from an NBO analysis.
Geometry (Å):
H -0.56010 2.24174 0.05899  0.228
H 0.62927 0.21408 -2.34701  0.211
C 0.44959 1.49381 1.68526  -0.391
H 0.04568 -0.50526 4.00136  0.217
P -0.66787 -0.18819 -0.35064  0.503
C -0.77418 -1.38649 -2.82715  -0.610
C 0.44785 -0.95729 2.97668  -0.578
H -0.32388 -1.28161 2.23954  0.228
H -1.77499 -1.62824 -2.71675  0.210
C 2.42133 0.17629 2.09671  0.010
C -0.35747 -0.01810 -2.17483  -0.704
C 0.10125 1.46444 0.17964  -0.662
H 1.04695 2.44345 1.72496  0.224
H 0.51613 -1.06145 -0.01635  -0.027
H -0.73875 -1.16806 -4.04726  0.194
H -0.31750 1.61981 2.36514  0.212
H -0.82148 0.84120 -2.79463  0.236
H -0.12346 -2.26770 -2.72097  0.219
C 1.13333 0.22113 2.23811  -0.208
S 4.02005 0.15168 1.80817  0.051
H 1.08072 -1.69228 3.15513  0.212
H 1.10604 1.39082 -0.32939  0.224

Frontier orbital gap (eV): 8.220
SMILES string: CCPCCC(C)=C=S
Spin multiplicity: 1
Charge: 0

--- Q ---
This record from the Open Molecules 2025 dataset describes an isolated molecule of C7H13PS. The level of theory is wB97M-V/def2-TZVPD.

Each line ends with the natural charge from an NBO analysis.
Geometry (Å):
H 2.85370 0.42706 -2.24734  0.228
H 2.05557 -1.07611 -2.09227  0.213
H 1.33584 -1.26230 1.20691  0.228
H -2.12078 1.41500 -2.10780  0.136
H 1.88693 2.48242 1.80355  0.220
H 0.82620 -2.01922 -0.34709  0.208
H -1.03587 -1.62789 1.25420  0.226
C -3.32801 -0.51603 0.56604  -0.932
C 0.87266 -1.08025 0.24394  -0.420
H 3.50523 1.43522 1.91526  0.217
S -1.83381 1.41010 -0.83129  -0.322
H -2.96696 -0.47505 1.58253  0.225
H 0.89191 0.43979 -2.25645  0.239
H -4.07270 -1.25042 0.44294  0.226
P -1.92788 -0.65787 -0.64289  0.693
H -3.88577 0.33339 0.31332  0.239
C 2.50858 1.64660 1.38935  -0.497
C 2.14673 0.92794 0.33657  0.084
C 1.66291 -0.02685 -0.42803  -0.088
C -0.63138 -0.72818 0.62906  -0.717
H -0.61823 0.24770 1.22297  0.231
C 1.87514 -0.04503 -1.95348  -0.637

Frontier orbital gap (eV): 9.644
SMILES string: C=C=C(C)CCP(C)S
Spin multiplicity: 1
Charge: 0

Decreasing stability: Q, P

--- P ---
This record from the Open Molecules 2025 dataset describes a structure of composition C29H33N7OPt. The level of theory is wB97M-V/def2-TZVPD.

Each line ends with the Löwdin charge.
Geometry (Å):
C 2.99536 0.92433 -0.85403  -0.134
N -1.31979 1.44947 -0.75904  0.017
C 2.68844 2.22133 -2.59368  -0.016
H -1.53770 2.45317 3.12476  0.140
H -1.41932 3.81533 1.50655  0.137
H 2.68836 1.51331 1.82944  0.090
H 0.82876 2.45111 1.85711  0.110
C -2.10466 -2.55118 0.69864  0.004
N -1.20214 -0.30541 1.51222  -0.006
H 2.94543 2.76985 -3.48359  0.142
C 5.02617 1.31320 -2.24099  0.034
H 5.42567 2.25432 -2.60767  0.105
C 1.32339 -1.87400 -1.31163  -0.513
N 3.61711 1.49513 -1.88391  -0.086
H 0.64669 -2.27282 1.73992  0.088
C -2.93261 2.41090 -2.01292  -0.164
C 1.50451 2.06698 -1.95371  -0.088
C 2.53503 0.50201 2.19683  -0.157
H -3.10641 -4.40832 0.43119  0.118
H 0.54062 2.46211 -2.22009  0.112
C -3.88488 2.53171 -3.02003  0.005
C -2.96809 -3.55559 1.08218  -0.041
C -1.56772 2.64527 -0.28756  -0.307
C 1.55373 -0.32561 1.65868  -0.309
C 1.51648 -1.61180 -2.80117  -0.038
N -2.52163 3.27683 -0.99883  0.197
C -3.25025 0.27891 -3.70140  -0.049
H 0.62882 -1.93269 -3.34963  0.088
C 1.41365 -1.62116 2.13811  -0.095
C 2.26874 -2.09349 3.12642  -0.046
H 5.11721 0.55026 -3.01084  0.107
H 5.58173 1.01106 -1.35796  0.103
H -1.70908 -0.72707 -2.56374  0.103
C -2.16772 1.25476 -1.84821  -0.193
C -4.02435 1.44439 -3.85615  -0.050
C -0.77940 3.23406 0.84051  -0.061
H -4.34707 -4.31648 2.54716  0.120
H -2.68735 0.11907 4.25905  0.187
H -3.40084 -0.54158 -4.38985  0.116
H 1.66594 -0.55462 -3.01069  0.057
H 2.15873 -3.10918 3.48387  0.119
H 1.89761 -3.94396 -1.45464  0.094
C 3.38566 0.02817 3.19291  -0.066
N -0.09829 2.14423 1.58905  -0.125
C -1.45658 0.39750 2.58731  -0.281
H 3.48664 0.29201 -0.13369  0.143
C -2.68251 -1.43149 2.77259  -0.155
N 1.71032 1.26386 -0.84743  -0.089
H -2.86368 4.21114 -0.84154  0.181
C 3.25546 -1.27230 3.65569  -0.060
C -2.31242 0.15984 -2.69850  0.008
C 1.06651 -3.35118 -1.07229  -0.043
C -1.96409 -1.47955 1.57839  -0.173
C -3.68042 -3.50366 2.29304  -0.047
C -3.55638 -2.44011 3.16000  0.009
Pt 0.24297 0.43186 0.32597  1.523
H -1.55829 -2.57689 -0.23074  0.092
H -4.48317 3.42446 -3.14639  0.123
C -0.79893 1.70609 2.82892  -0.050
H 4.15094 0.67827 3.59770  0.115
H 0.94915 -3.57311 -0.01129  0.068
H -0.01819 3.91000 0.44732  0.144
O 0.17921 -1.13994 -0.83460  -0.368
H -4.11091 -2.39390 4.08803  0.125
N -2.33296 -0.22597 3.38102  0.210
H 2.22074 -1.58568 -0.75720  0.108
H 3.91933 -1.64395 4.42470  0.117
H 0.16172 -3.66653 -1.59750  0.090
H -0.06893 1.61692 3.63402  0.150
H -4.74956 1.48824 -4.65738  0.118
H 2.36946 -2.17226 -3.18882  0.092

Frontier orbital gap (eV): 8.846
Spin multiplicity: 1
Charge: +2

--- Q ---
This record from the Open Molecules 2025 dataset describes a structure of composition C29H33N7OPt. The level of theory is wB97M-V/def2-TZVPD.

Each line ends with the Löwdin charge.
Geometry (Å):
H 1.24304 -3.02946 -4.89111  0.098
C -0.60950 -0.72302 -2.08825  -0.432
H 0.41870 -2.41137 4.98967  0.115
H -1.80360 -3.24551 5.60508  0.118
H 1.03188 6.59833 1.49064  0.122
C -1.25602 1.04566 -4.21802  -0.035
H 2.47823 1.79979 1.44136  0.085
C -2.86719 0.25333 1.45521  -0.289
H 3.90393 3.56820 2.47510  0.113
H -0.46359 -3.18467 -4.44647  0.100
C -2.85569 -2.10135 4.15293  0.007
C -0.27307 -1.15719 3.41082  -0.028
C 0.55701 4.56482 0.92065  -0.168
C 2.54930 5.16816 2.02652  -0.058
H 3.19928 5.91176 2.46583  0.117
O -0.25385 -2.05912 -2.03450  -0.095
H -3.01019 3.53663 -0.62781  0.138
C 0.00171 1.10615 -3.62689  -0.062
H 4.95335 -2.84038 0.09108  0.105
H -2.71063 1.00367 -1.47276  0.075
H -1.94843 3.01430 -1.93466  0.136
N 1.23741 -1.07288 0.42717  -0.061
C 0.94603 -2.36650 0.77616  -0.139
N 0.00901 2.48893 0.20774  0.019
H 0.25001 -1.57898 -4.70741  0.074
H 5.06733 -1.42645 1.15090  0.102
C 0.43383 -2.57957 -4.31711  -0.011
C 1.19460 -3.92609 -2.34724  -0.019
H 2.09668 -4.26393 -2.85536  0.097
H -2.69080 -1.34809 -2.25987  0.134
C -2.68432 -1.18695 3.12198  -0.165
Pt -0.35847 0.32187 -0.13442  1.228
H 2.30221 -4.03414 1.33129  0.143
H 3.11074 -0.06446 0.21030  0.140
H -4.37127 0.82261 0.05051  0.145
C 2.95654 3.82615 2.02197  -0.063
N -3.57686 -0.52412 2.29245  0.198
C 0.97496 3.22637 0.87436  -0.212
C 4.54463 -2.36399 0.98106  0.020
C 2.55486 -0.95438 0.45517  -0.127
C -0.44379 -2.06048 4.43968  -0.055
N -0.68133 4.57756 0.29848  0.188
C 1.34312 5.56239 1.48404  0.005
H -3.65919 2.13819 0.97815  0.144
H 0.69717 -0.75566 3.15507  0.110
H -1.49191 1.70249 -5.04348  0.121
H -4.57776 -0.64057 2.30134  0.184
H -3.83514 -2.44770 4.45429  0.123
C -0.95333 3.31879 -0.10077  -0.305
H 0.38982 -4.62582 -2.57262  0.098
C -1.97072 -0.62886 -2.63080  -0.039
C 0.83640 -2.54078 -2.84622  -0.409
H 1.34187 0.25928 -2.18848  0.101
N 3.12093 -2.11135 0.82033  -0.096
C 0.33311 0.26302 -2.58420  -0.107
N -1.57317 0.14429 1.67044  0.031
H -3.19892 0.10429 -4.18884  0.126
C -3.43157 1.20680 0.45308  -0.073
H 4.70051 -3.01973 1.83364  0.105
C -1.71376 -2.53538 4.79493  -0.054
C -2.16180 2.89084 -0.87017  -0.088
N -2.46277 1.47936 -0.61547  -0.067
H 1.36928 -3.92415 -1.27322  0.052
C -2.22123 0.14760 -3.72317  -0.062
C 2.18174 2.84005 1.44836  -0.014
C 2.11355 -3.01841 1.03049  -0.034
H -0.06168 -2.73636 0.83352  0.127
H 1.69197 -1.86746 -2.73259  0.133
H -1.27209 5.38451 0.18036  0.179
H 0.72238 1.82218 -3.99970  0.124
C -1.41351 -0.74308 2.72949  -0.218

Frontier orbital gap (alpha / beta) (eV): 6.611 / 6.705
Spin multiplicity: 1
Charge: +2

Decreasing stability: P, Q